31
Properties=species:S:1:pos:R:3 method="wB97M-V/def2-TZVPD" multiplicity=2 lumo_ev="0.81 / 0.74" energy_ev=-15570.3856 de_lowest_kcal_mol=19.8 s_squared=0.7531
C -0.96874 -0.18808 -1.06477
C -2.42890 -0.07394 -0.38659
C -0.92577 -1.78596 -2.94876
C 1.41774 -2.06822 -0.11130
C 0.08448 -2.28226 -0.78534
O -0.60897 -3.25197 -0.65841
N -0.27624 -1.26889 -1.79557
H -1.00308 0.59206 -1.82053
H -0.32178 0.06584 -0.20999
H -2.63689 -1.11339 -0.07114
H -3.27923 0.39315 -0.84094
H -0.90772 -2.86763 -2.86239
H 1.32585 -2.35813 0.98168
H -2.19397 0.59234 0.52586
H -2.06488 -1.96121 -2.87706
H -0.70588 -1.25415 -3.87802
H 2.06263 -2.91291 -0.43091
H 1.88805 -1.10303 -0.35077
C 1.65828 2.56362 0.05604
C 0.63557 1.49279 2.01993
N 0.51075 2.37202 0.95927
N 1.74426 0.71752 2.39191
N -0.47040 1.51911 2.86951
H -0.34915 2.87379 0.84186
H 2.44849 0.67980 1.67991
H 1.77957 0.25941 3.27334
H -1.37678 1.62853 2.41819
H -0.54173 0.87030 3.63840
H 1.85466 1.54542 -0.41479
H 2.33927 3.16727 0.64847
H 1.31050 3.15681 -0.79708